(1)
A 14-piece molecular cluster, C52H84B2F2NO38S3 overall. Source: the OMol25 dataset; level of theory: wB97M-V/def2-TZVPD.

Results
DFT total energy (hartree): -6390.1600
Net charge: -1

```
182
Properties=species:S:1:pos:R:3:forces:R:3
C 3.4754 -1.5624 -1.4629 1.0 -0.5 2.2
C 2.3039 -0.6544 -1.7258 0.9 -0.9 -0.2
N 1.4611 -0.3700 -0.5106 -0.6 -0.9 0.5
C 0.7579 -1.6637 -0.0946 -0.8 0.7 -1.0
C 2.1928 0.0693 0.7278 0.6 1.2 -0.3
C 3.0587 1.2965 0.4342 0.3 -0.8 -0.1
C 0.4381 0.5898 -1.0573 -0.6 0.6 0.7
C -0.5502 1.2540 -0.0889 0.3 -0.7 -1.2
O -1.4459 0.2587 0.3292 0.4 -0.7 1.2
C -2.1531 0.5010 1.5481 -0.4 1.0 -1.2
H 4.1315 -1.2177 -0.6516 0.0 0.7 -0.3
H 4.1640 -1.7898 -2.2704 -0.6 0.2 -0.5
H 3.1851 -2.4877 -0.9579 -0.3 -0.3 -0.7
H 1.6437 -1.2121 -2.3909 -0.2 0.5 -0.2
H 2.6186 0.2909 -2.1610 -0.1 0.0 0.2
H 0.1018 -1.3454 0.7088 0.2 -0.5 0.3
H 1.4446 -2.4807 0.0990 0.3 0.4 0.4
H 0.1279 -1.9458 -0.9401 0.0 0.0 0.1
H 2.7728 -0.7958 1.0472 0.2 0.1 -0.1
H 1.5136 0.2955 1.5516 -0.5 -0.2 -0.3
H 3.7060 1.0506 -0.4051 0.3 0.1 0.2
H 3.6757 1.5117 1.3041 0.0 0.0 0.0
H 2.5262 2.2003 0.1405 -0.4 -0.1 0.2
H -0.1160 -0.0125 -1.7732 0.1 0.3 -0.2
H 0.9389 1.4235 -1.5479 0.3 -0.3 -0.2
H -1.0974 1.9603 -0.7260 0.1 0.4 0.2
H -0.0066 1.8062 0.6807 -0.3 -0.1 0.3
H -1.5608 0.9877 2.3245 0.2 -0.3 0.1
H -2.6130 -0.4287 1.8779 0.3 -0.1 0.1
H -2.9506 1.1887 1.2434 -0.3 0.0 0.5
O 1.4458 -3.8400 -3.0847 0.3 0.1 -0.3
C 0.7566 -3.6551 -4.0516 -0.5 -0.1 0.9
O 0.5989 -4.4433 -5.0845 -0.2 0.3 -0.6
B -0.4852 -3.8910 -5.9665 -0.1 -0.5 -0.1
O -0.9277 -2.6431 -5.2771 -0.1 -0.1 -0.6
C -0.3121 -2.5296 -4.1375 0.3 -0.1 0.6
O -0.5719 -1.7758 -3.2315 0.1 0.1 -0.3
O -1.6036 -4.8204 -6.1058 0.4 0.2 -0.1
C -1.7048 -5.2053 -7.3848 -1.2 -0.9 1.1
O -2.4927 -6.0351 -7.7397 0.3 0.3 -0.5
C -0.6881 -4.4181 -8.2014 -0.5 -0.5 -0.4
O -0.0050 -3.7002 -7.3456 0.8 1.0 0.4
O -0.5796 -4.4714 -9.3914 0.3 0.2 0.1
O 8.7115 0.0941 3.3656 0.5 -0.1 -0.3
C 7.5832 0.4691 3.3562 -0.2 -0.3 0.6
O 7.1063 1.5205 4.0072 -0.4 0.1 0.1
B 5.6597 1.6342 3.7551 1.1 0.4 -1.1
O 5.3041 0.3810 3.0725 -1.0 0.4 -0.1
C 6.3857 -0.2937 2.7352 0.9 0.6 0.3
O 6.4513 -1.3183 2.1381 -0.2 -0.4 -0.3
O 5.5012 2.8736 2.8458 -0.6 -0.7 0.2
C 4.6270 3.6748 3.4148 0.5 0.5 0.2
O 4.1606 4.7104 3.0261 0.1 -0.2 -0.5
C 4.3282 3.1129 4.7968 -1.3 0.7 0.9
O 4.8323 1.9093 4.9097 0.5 -0.6 0.0
O 3.6609 3.6619 5.6363 0.3 -0.1 -0.2
F -0.4978 -3.6376 5.7376 -0.2 0.0 -0.2
C -1.7425 -3.5791 5.2016 -0.3 0.2 -1.0
C -1.9324 -2.9709 3.9476 1.2 -0.2 1.4
C -3.1986 -2.9530 3.4124 -0.1 -0.7 -0.2
C -4.2172 -3.6125 4.0906 -0.4 -0.1 0.3
C -4.0280 -4.2079 5.3416 0.0 0.6 -0.9
C -2.7545 -4.1857 5.9021 0.0 -0.2 0.4
H -1.0218 -2.5994 3.4933 -0.3 0.3 -0.4
H -3.3824 -2.6018 2.4049 0.1 0.2 0.0
H -5.1812 -3.7345 3.6115 -0.1 0.2 0.0
H -4.9138 -4.6448 5.7790 0.3 -0.3 0.4
H -2.4564 -4.6497 6.8343 -0.4 -0.1 0.1
F -4.3156 -4.1490 0.5347 0.0 0.2 -0.2
C -3.0284 -4.5003 0.3517 0.7 -1.2 0.3
C -2.3175 -4.2028 -0.7802 0.2 1.6 -0.5
C -1.0122 -4.6576 -0.9186 0.4 0.0 0.5
C -0.4257 -5.4793 0.0310 -0.4 0.0 0.4
C -1.1525 -5.7998 1.1918 -0.1 -0.2 -1.1
C -2.4466 -5.3134 1.3158 -0.5 -0.4 0.3
H -2.6529 -3.4414 -1.4769 -0.4 -0.3 -0.1
H -0.3554 -4.3071 -1.7054 -0.4 -0.1 -0.3
H 0.5616 -5.8551 -0.2018 0.1 -0.1 0.4
H -0.8168 -6.5498 1.8944 0.2 0.2 0.1
H -3.0927 -5.6831 2.1039 0.1 0.2 0.2
C -3.8272 0.3156 5.6924 -0.4 0.5 -0.9
S -4.3514 1.9055 4.9776 1.4 0.5 -0.4
O -3.0243 2.4898 4.5484 -1.0 -0.1 0.1
C -5.1753 1.2666 3.5083 -0.4 -0.7 0.7
H -3.0881 -0.0873 4.9973 0.1 0.1 0.0
H -4.6626 -0.3811 5.7440 0.0 0.0 0.5
H -3.3617 0.6315 6.6215 -0.1 -0.5 0.2
H -4.5990 0.3953 3.2003 -0.1 0.1 -0.5
H -5.3653 1.9959 2.7255 0.5 0.2 0.0
H -6.1536 0.9431 3.8787 0.0 -0.2 -0.1
C 1.8121 1.1447 5.9951 -0.2 -0.8 0.3
S 0.1840 0.5728 5.4358 0.2 0.6 0.6
O 0.4213 -0.0691 4.1094 0.0 -0.3 -0.3
C -0.1074 -0.8216 6.5828 -0.1 0.8 -0.6
H 1.7649 1.5483 7.0068 -0.2 0.2 -0.1
H 2.1754 1.8963 5.2991 -0.2 -0.1 0.1
H 2.4899 0.2896 6.0347 0.0 0.0 -0.3
H 0.0064 -0.5619 7.6332 0.3 0.0 -0.1
H 0.5407 -1.6041 6.2000 0.0 -0.2 0.4
H -1.1613 -1.0392 6.4111 0.1 -0.4 0.0
C 1.5788 -3.5343 3.3333 -0.3 1.0 0.5
S 3.3584 -3.6870 2.9371 -0.3 -0.4 0.5
O 3.4988 -3.2144 1.5354 -0.2 0.3 -0.1
C 3.9384 -2.3602 4.0362 -0.2 0.5 -0.3
H 0.9130 -3.9268 2.5655 0.5 -0.1 -0.4
H 1.4096 -2.4596 3.4647 -0.2 0.1 -0.5
H 1.2111 -3.9308 4.2807 0.7 -0.5 0.1
H 4.9423 -2.0911 3.7072 0.0 -0.5 0.1
H 3.9221 -2.6511 5.0860 0.0 -0.3 -0.1
H 3.3489 -1.4461 3.9223 -0.2 -0.2 -0.2
C -3.3425 4.2067 1.7315 -0.1 -2.6 1.3
O -3.3483 4.2479 0.3197 0.7 1.3 -0.4
C -4.4624 4.1888 -0.4046 0.3 0.1 0.7
O -4.4840 4.5571 -1.5401 -0.3 -0.2 -0.5
O -5.4681 3.7163 0.3309 -0.3 -0.3 -0.5
C -6.7120 3.4513 -0.3106 -1.6 0.2 0.8
H -2.4544 4.6081 2.2149 0.0 0.7 -0.7
H -3.2519 3.1402 1.9636 -0.1 0.1 0.3
H -4.2423 4.4992 2.2696 -0.1 0.6 -0.5
H -6.8934 2.3934 -0.4847 0.7 -0.1 -0.2
H -6.9835 4.0314 -1.1896 0.9 0.1 -0.2
H -7.4626 3.7418 0.4297 0.1 0.0 0.1
C 3.0754 -3.2740 -7.2142 1.2 -1.7 0.7
O 2.7347 -1.9192 -7.1379 -1.1 1.0 -0.3
C 2.9489 -1.2740 -5.9958 0.7 -0.5 0.6
O 3.7184 -1.6297 -5.1431 0.2 -0.2 0.2
O 2.1963 -0.1839 -5.9031 -0.3 0.2 -1.2
C 2.5647 0.7770 -4.9381 0.4 -0.1 1.6
H 4.1573 -3.4429 -7.1715 0.0 0.4 -0.3
H 2.6819 -3.7267 -8.1184 -0.2 0.5 -0.1
H 2.7312 -3.8731 -6.3671 -0.5 0.4 0.0
H 1.6810 1.3677 -4.7179 0.1 0.2 -0.3
H 3.4555 1.3639 -5.1721 -0.3 0.1 -0.8
H 2.8851 0.3208 -3.9952 -0.3 -0.3 -0.4
C -1.3967 0.1116 -6.8512 -0.1 -0.5 -0.1
O -0.8209 0.6695 -5.6687 -0.1 0.1 0.3
C -1.0934 1.9279 -5.3445 0.8 -0.6 -0.9
O -1.6336 2.7281 -6.0522 -0.6 0.5 0.1
O -0.5311 2.1583 -4.1558 0.0 0.2 0.0
C -0.7087 3.4789 -3.6666 -0.4 0.6 1.1
H -0.5947 -0.3886 -7.3891 0.0 -0.1 0.1
H -1.8842 0.8164 -7.5207 0.1 0.4 0.3
H -2.1161 -0.6294 -6.5072 0.0 -0.1 -0.2
H -1.7417 3.6309 -3.3434 -0.1 0.0 -0.2
H -0.4458 4.2838 -4.3507 0.1 -0.3 -0.3
H -0.1152 3.5611 -2.7564 0.2 -0.1 -0.1
C -1.5410 6.7670 -0.8790 -0.8 -0.6 -1.9
O -0.8785 6.5107 0.3344 -0.2 0.4 0.2
C -0.2532 5.3599 0.4873 0.8 -0.6 -0.2
O -0.1101 4.4815 -0.3335 -0.3 0.2 0.0
O 0.2789 5.3591 1.7022 -0.1 0.5 0.5
C 0.8907 4.1622 2.1650 -0.2 -0.8 -0.3
H -1.8761 7.7982 -0.9058 0.2 0.1 0.3
H -2.3967 6.1159 -1.0836 -0.1 0.0 0.8
H -0.9722 6.5577 -1.7915 0.8 0.3 0.4
H 1.6050 3.7694 1.4420 0.1 0.2 0.0
H 0.1090 3.4096 2.2990 0.1 0.0 0.1
H 1.3832 4.3612 3.1111 0.0 0.3 -0.1
C -3.2410 -0.1856 -2.2616 0.4 0.2 -1.0
O -3.7051 -0.9825 -1.1710 -0.3 0.8 -0.2
C -4.6181 -0.4695 -0.3719 -1.1 0.4 0.4
O -5.1132 0.6374 -0.3483 0.5 -0.3 -0.3
O -4.9680 -1.4578 0.4474 0.8 -0.9 0.4
C -6.0700 -1.4617 1.3125 -1.2 0.6 -0.1
H -3.4782 -0.7132 -3.1857 0.3 -0.4 0.1
H -2.1700 -0.0713 -2.1440 0.0 -0.1 -0.1
H -3.6814 0.7968 -2.4347 -0.4 0.0 1.0
H -6.7238 -2.2755 0.9982 0.1 -0.2 0.1
H -6.6849 -0.5592 1.2619 0.3 0.2 -0.2
H -5.7820 -1.5942 2.3545 0.3 -0.1 -0.1
C 6.6118 3.5353 -4.1596 0.4 0.0 -1.0
O 5.4516 3.6315 -3.3665 -0.4 0.9 0.6
C 4.8567 2.5370 -2.8977 0.6 -0.4 0.2
O 5.1760 1.4001 -3.1194 0.0 0.3 -0.2
O 3.8529 2.8039 -2.0664 -0.8 -0.3 0.4
C 3.3358 4.0979 -1.7931 0.2 1.4 -0.4
H 6.3049 3.2251 -5.1608 0.3 -0.5 0.1
H 7.3972 2.9241 -3.7186 -0.3 -0.4 0.0
H 7.0463 4.5259 -4.2981 -0.4 0.2 0.4
H 3.2241 4.3615 -0.7397 0.4 -0.9 0.2
H 2.3364 4.2303 -2.2105 0.1 -0.3 -0.3
H 4.0153 4.8422 -2.2018 -0.2 0.1 -0.1
```
Forces are in eV/Å.


(2)
A 13-piece molecular cluster, C52H88F18O26 overall. Source: the OMol25 dataset; level of theory: wB97M-V/def2-TZVPD.

Results
DFT total energy (hartree): -5787.9474

```
184
Properties=species:S:1:pos:R:3:forces:R:3
C 0.3640 1.3007 -2.2960 -0.2 0.7 0.5
O -0.2351 0.8587 -1.0914 0.0 -0.4 0.2
C 0.1988 -0.4095 -0.6447 0.0 0.1 0.3
C -0.3919 -0.6494 0.7376 0.1 0.5 0.1
O 0.2674 0.2198 1.6435 0.5 0.6 0.0
C -0.0548 -0.0586 2.9800 -0.5 -2.1 -0.1
H 0.6675 0.4837 -2.9540 0.0 0.0 0.0
H 1.2046 1.9604 -2.0585 0.1 -0.4 -0.2
H -0.3894 1.9409 -2.7611 0.1 -0.2 -0.4
H 1.2868 -0.4838 -0.5301 0.2 0.4 0.0
H -0.0536 -1.1647 -1.3942 -0.3 -0.3 0.2
H -0.2437 -1.6728 1.0934 0.0 -0.2 -0.3
H -1.4584 -0.4087 0.7837 -0.2 -0.2 -0.3
H 0.0667 -1.1486 3.1354 0.3 0.0 0.1
H -1.1266 0.0067 3.2016 0.1 0.9 0.1
H 0.6245 0.4076 3.6884 -0.2 0.6 -0.2
C 0.8046 3.2128 4.7853 0.7 0.3 0.5
O 2.1104 2.6629 4.6963 -0.2 -0.2 -0.8
C 2.5672 2.6152 3.3644 0.5 -0.6 -0.9
C 4.0132 2.1609 3.2730 0.1 0.9 1.5
O 4.2279 0.8123 3.6187 -0.3 -0.3 -0.6
C 3.8461 -0.0859 2.5845 0.9 -0.6 0.4
H 0.8633 4.2645 4.4821 -0.3 0.0 0.0
H 0.5801 3.1439 5.8495 -0.4 0.2 -0.1
H 0.0373 2.7061 4.1924 0.2 -0.2 -0.1
H 2.5095 3.5834 2.8556 -0.1 0.2 0.2
H 2.0127 1.9002 2.7411 -0.5 0.2 0.2
H 4.5477 2.7185 4.0498 0.2 0.0 -0.2
H 4.4292 2.4703 2.3097 0.0 -0.4 -0.2
H 4.1908 -1.0864 2.8621 -0.2 0.1 0.4
H 4.4483 0.1000 1.6893 -0.5 0.4 -0.3
H 2.7670 -0.1426 2.4369 0.0 0.3 -0.4
C 0.9939 1.5168 -9.2892 0.3 0.2 -0.9
O 1.1662 1.1241 -7.9616 0.0 0.7 0.5
C 1.9538 -0.0382 -7.7803 -1.0 -0.4 0.2
C 2.0197 -0.3461 -6.2859 -0.2 0.4 -0.4
O 3.0032 0.4633 -5.6468 -0.1 -0.1 0.0
C 2.5353 1.7554 -5.3307 -0.4 0.8 -0.1
H 1.9430 1.8745 -9.7056 0.0 -0.1 -0.1
H 0.2768 2.3305 -9.3887 0.0 0.1 0.6
H 0.5936 0.7361 -9.9490 0.2 -0.3 0.2
H 2.9892 0.0323 -8.1277 -0.1 0.2 -0.4
H 1.3737 -0.7882 -8.3319 0.6 -0.7 0.1
H 2.2634 -1.3895 -6.0974 0.3 0.0 -0.1
H 1.0277 -0.1806 -5.8544 0.0 0.1 0.1
H 1.6751 1.7170 -4.6548 0.1 -0.1 0.2
H 2.1889 2.3411 -6.1875 0.1 -0.4 -0.3
H 3.3281 2.3662 -4.8988 0.2 -0.4 0.3
C 5.4578 -4.4031 1.2634 0.4 -0.7 0.0
O 4.2142 -3.8617 0.9080 -0.1 0.1 0.0
C 3.2920 -3.9204 1.9729 0.3 0.4 0.9
C 1.9226 -3.4312 1.5445 0.0 0.1 -1.0
O 1.2705 -4.3303 0.6471 -0.5 0.0 0.7
C 1.7485 -4.2959 -0.6839 1.0 -0.5 -0.2
H 5.8405 -4.0645 2.2342 -0.3 0.2 0.0
H 6.2125 -4.1473 0.5204 -0.2 0.1 -0.2
H 5.3773 -5.4966 1.3025 0.1 0.0 0.1
H 3.7364 -3.3502 2.8059 -0.5 0.6 -0.1
H 3.1966 -4.8952 2.4726 0.0 -0.5 -0.8
H 1.9310 -2.4577 1.0392 0.6 0.2 0.1
H 1.2944 -3.2616 2.4190 -0.1 -0.5 0.1
H 1.6936 -3.3037 -1.1380 -0.2 0.1 0.1
H 1.2459 -5.0326 -1.3070 -0.7 0.2 0.3
H 2.7889 -4.6305 -0.7123 0.1 0.3 0.0
O 2.2581 -1.7670 9.1747 0.2 -0.3 -0.2
C 2.1712 -1.3621 8.0516 -0.9 0.6 0.5
O 2.3333 -0.0313 7.7867 -0.2 -0.2 0.0
C 2.1544 0.2655 6.3952 0.1 -0.1 -0.5
C 2.1922 -1.0831 5.7144 -0.4 -0.7 -0.6
C 1.7392 -2.0830 6.7864 1.7 0.4 -0.3
H 2.9868 0.8717 6.0546 -0.1 0.2 0.2
H 1.2341 0.7989 6.1534 -0.1 0.1 0.7
H 3.2213 -1.2144 5.3758 0.0 -0.6 0.2
H 1.5476 -1.2401 4.8509 0.1 0.6 -0.1
H 2.3097 -2.9996 6.6460 -0.3 -0.2 0.4
H 0.6718 -2.2937 6.7785 0.0 0.1 0.1
O -2.1609 -4.9539 -1.6224 0.1 0.0 -0.1
C -2.0098 -3.8776 -2.1242 -0.4 -0.2 0.8
O -1.0856 -3.6444 -3.0661 0.3 0.1 -0.5
C -1.2032 -2.3338 -3.6167 -0.5 1.0 0.2
C -2.4354 -1.6932 -2.9543 -0.5 -0.4 0.4
C -2.7570 -2.5979 -1.7695 0.4 -0.5 -0.8
H -1.3920 -2.3783 -4.6881 0.4 -0.3 0.0
H -0.3070 -1.7444 -3.4392 0.2 -0.4 0.0
H -3.2700 -1.8262 -3.6428 0.0 0.6 -0.1
H -2.3346 -0.6607 -2.6252 0.1 0.1 -0.4
H -3.8206 -2.8161 -1.7351 0.0 0.0 0.5
H -2.3576 -2.2791 -0.8081 -0.2 0.2 0.0
O -2.2622 -1.0804 5.2275 -0.2 -0.3 0.0
C -2.3367 -1.6439 6.2910 1.0 0.8 -0.7
O -2.1572 -2.9650 6.4188 0.3 0.0 0.1
C -2.3724 -3.3383 7.7996 -0.3 0.0 -0.3
C -2.1115 -2.0748 8.6048 0.0 -0.4 0.5
C -2.5161 -0.9841 7.6317 -1.3 -0.2 0.6
H -1.7475 -4.1759 8.1004 0.1 0.0 -0.4
H -3.4216 -3.6449 7.8005 0.1 0.0 0.5
H -1.0644 -1.9512 8.8871 0.1 -0.3 -0.1
H -2.6864 -2.1889 9.5247 0.0 0.6 0.0
H -2.0556 -0.0096 7.7589 0.4 -0.1 -0.3
H -3.5923 -0.7865 7.7203 0.0 0.0 0.0
C -2.1700 5.5700 -9.1323 0.4 0.9 -0.5
C -3.3364 4.8866 -8.4737 -0.8 -0.7 -1.8
O -3.0810 4.2682 -7.2212 -0.4 0.5 0.9
C -2.4855 3.0954 -7.1696 0.9 0.4 -0.6
O -2.0695 2.4636 -8.0923 -0.2 -0.3 -0.2
C -2.2418 2.6513 -5.7185 -0.9 -0.5 0.2
F -1.1326 1.9258 -5.6198 0.2 0.4 0.0
F -2.2099 3.6816 -4.8798 0.4 0.0 0.1
F -3.2584 1.8522 -5.3410 -0.1 0.0 0.0
H -1.6758 6.3268 -8.5205 0.0 -0.2 0.3
H -2.5426 6.1422 -9.9878 -0.3 -0.1 0.1
H -1.4087 4.9340 -9.5828 -0.1 -0.4 0.4
H -3.7423 4.1535 -9.1806 0.4 -0.4 0.2
H -4.2113 5.5302 -8.3931 0.4 0.4 0.8
C 0.7068 5.9115 -2.5457 0.7 0.5 0.3
C 1.6606 4.9841 -3.2632 -0.5 -0.8 -0.8
O 2.1618 4.0272 -2.3094 -0.2 -0.2 1.2
C 3.4527 3.8415 -2.1357 -0.3 0.7 -1.2
O 4.3025 4.2989 -2.8393 0.7 -0.1 0.3
C 3.7232 2.8659 -0.9898 0.1 -0.4 0.4
F 4.9077 3.0884 -0.4217 -0.1 0.1 -0.2
F 2.7915 2.9171 -0.0349 0.0 0.0 0.0
F 3.7251 1.6168 -1.4893 0.0 0.2 0.0
H -0.1136 5.4578 -1.9952 0.0 -0.4 -0.3
H 0.3043 6.6671 -3.2192 0.0 -0.1 -0.1
H 1.3112 6.4348 -1.7979 -0.1 0.2 0.0
H 2.4806 5.4757 -3.7848 0.1 0.2 0.4
H 1.1921 4.3294 -4.0045 -0.3 0.3 -0.1
C 4.1239 -1.3674 -1.9050 0.3 0.8 0.7
C 4.3897 -1.5732 -3.3658 -0.6 1.1 -0.3
O 4.0885 -2.9016 -3.8018 1.5 -1.0 -0.8
C 2.8671 -3.2938 -4.0048 -0.7 0.3 1.0
O 1.8808 -2.6887 -3.6764 -0.2 0.0 -0.5
C 2.7463 -4.7258 -4.6053 0.2 0.4 0.5
F 2.2493 -5.5517 -3.6802 -0.1 0.1 0.0
F 1.9105 -4.6852 -5.6369 0.0 -0.1 -0.2
F 3.9157 -5.2223 -4.9897 0.1 0.0 -0.3
H 4.6473 -2.0677 -1.2527 -0.1 -0.2 -0.2
H 3.0750 -1.3272 -1.6133 -0.1 -0.3 -0.3
H 4.5071 -0.3766 -1.6387 0.1 -0.2 -0.1
H 5.4187 -1.3338 -3.6340 0.2 -0.8 0.2
H 3.8490 -0.8720 -4.0090 -0.4 -0.1 0.3
C 0.1211 3.7956 0.9963 -0.1 -0.5 0.6
C -1.2818 4.2237 1.3513 0.2 0.4 -0.1
O -2.1885 3.3947 0.5959 -0.7 -0.3 0.1
C -2.7144 3.9243 -0.4919 0.9 0.0 0.4
O -2.4795 5.0025 -0.9456 0.0 0.6 -0.3
C -3.6669 2.9936 -1.2186 -0.9 -0.3 -0.1
F -3.7684 1.7809 -0.6791 0.1 -0.2 0.2
F -4.8824 3.5446 -1.2278 -0.2 0.1 0.1
F -3.3015 2.8445 -2.4853 0.4 -0.1 -0.4
H 0.8666 4.3363 1.5787 -0.1 0.3 -0.2
H 0.3109 3.8709 -0.0721 0.1 0.1 0.0
H 0.2113 2.7481 1.2956 0.1 -0.1 -0.3
H -1.4885 5.2702 1.1269 0.0 -0.1 0.0
H -1.5126 4.0419 2.3995 0.0 -0.1 0.0
C -4.0023 1.5345 3.5120 -0.1 1.0 -0.4
C -4.7747 0.7835 2.4439 1.2 -0.3 0.3
O -6.1759 0.9966 2.6322 -0.9 -0.3 -0.2
C -6.6777 2.1407 2.1802 0.7 -0.2 0.7
O -6.0478 3.0004 1.6496 0.0 0.5 -0.5
C -8.1877 2.3202 2.4795 0.5 -0.1 -0.8
F -8.6860 1.3179 3.1955 -0.2 0.2 -0.1
F -8.4039 3.4779 3.0996 0.0 -0.2 0.2
F -8.7978 2.3815 1.2774 -0.2 -0.2 0.4
H -4.1796 2.6140 3.5101 -0.4 -0.1 -0.2
H -2.9284 1.4829 3.3296 0.0 -0.6 0.3
H -4.3435 1.1611 4.4753 0.6 -0.1 0.1
H -4.5622 -0.2714 2.6272 -0.6 -0.1 0.0
H -4.4390 0.9385 1.4201 -0.3 0.6 0.0
C -2.4635 -3.4407 1.9337 0.8 0.7 0.4
C -1.5105 -4.3074 2.7330 0.7 -0.3 -1.6
O -2.1730 -4.8299 3.8660 -0.5 0.6 1.5
C -2.6155 -6.0679 3.8571 1.0 -0.7 0.0
O -2.3493 -6.8978 3.0483 -0.2 -0.6 -0.7
C -3.4303 -6.4818 5.1070 -1.1 1.2 -0.7
F -2.7431 -7.2503 5.9372 0.2 0.4 0.2
F -3.8823 -5.3486 5.6998 0.3 -0.7 0.6
F -4.5232 -7.1660 4.7373 0.3 0.0 0.0
H -2.4272 -2.4647 2.4285 -0.7 0.0 0.1
H -3.4726 -3.8398 1.8927 0.0 0.0 -0.2
H -2.0269 -3.2463 0.9544 -0.3 -0.4 -0.1
H -0.6581 -3.6813 3.0019 -0.3 -0.1 0.8
H -1.0514 -5.1019 2.1394 -0.4 -0.2 0.0
```
Forces are in eV/Å.


Calculated LUMO (eV), listed in the same order as above: 1.229; 0.353